{
  "formula": "C4H10OS2",
  "method": "ωB97M-V with the def2-TZVPD basis set",
  "energy_ev": -28026.3558,
  "charge": 0,
  "lumo_energy_ev": -0.99,
  "smiles": "CSSCCCO",
  "e_above_lowest_ev": 2.2357,
  "max_force_ev_per_a": 3.7,
  "e_homo_ev": -8.97,
  "elements": ["S", "S", "O", "C", "C", "C", "C", "H", "H", "H", "H", "H", "H", "H", "H", "H", "H"],
  "xyz": [[0.139256, 0.304757, 1.896383], [-0.756455, -1.275364, 0.292605], [-1.284050, 0.221604, -2.764088], [-0.733397, 1.197183, -1.854312], [0.061972, -0.750860, 3.383022], [0.607392, -0.760236, -0.767322], [0.601785, 0.709724, -1.304120], [0.924855, 1.446725, -0.523060], [-1.332912, -0.549079, -2.187912], [-1.367930, 1.435938, -0.930085], [0.580281, -1.358665, -1.670644], [-0.939010, -0.976170, 3.949255], [0.422712, -0.193512, 4.240682], [1.349716, 0.799884, -2.121418], [-0.721130, 2.115664, -2.439356], [1.661573, -0.801553, -0.418694], [0.785341, -1.566039, 3.219059]],
  "forces_ev_per_a": [[-1.91, -2.14, -0.56], [2.00, 2.31, 2.04], [0.13, 0.44, 1.18], [-0.86, -0.01, 0.77], [-0.80, -0.10, 1.27], [1.23, 1.43, -1.50], [0.13, 1.10, -0.15], [-0.20, -0.74, -0.43], [-0.44, -0.36, -0.40], [0.16, -0.64, -1.35], [-0.16, -0.54, -0.08], [1.27, -0.25, -2.20], [0.95, 0.74, -0.23], [-0.21, -0.40, 0.51], [0.55, 0.07, 0.16], [-0.92, -0.86, 0.64], [-0.92, -0.07, 0.33]]
}